1.
Entry from the OMol25 dataset: a structure of composition C27H22BBrN8O2PdS2 at a distorted geometry (the ωB97M-V functional and the def2-TZVPD basis).

The geometry in XYZ format:
```
64
Properties=species:S:1:pos:R:3:forces:R:3
Pd -0.79291 0.55366 0.35747 -0.6 -0.2 -1.3
Br 2.69906 2.83671 -3.37108 0.0 0.0 0.0
S 0.53249 4.57391 -0.63375 0.0 0.0 0.0
S -2.31708 -3.58672 -0.86444 -0.1 0.0 -0.1
O 0.11230 0.61241 -1.45862 -0.5 -0.1 -0.6
O 0.62475 0.15422 -3.56048 -0.1 -0.2 0.0
N -2.59360 -0.78595 3.52241 0.1 -0.1 0.5
N -2.13470 -1.06760 -0.57151 -0.1 0.1 1.6
N -1.32963 0.85322 2.23937 -0.4 -0.3 0.1
N 0.11695 2.30137 0.40408 0.7 0.0 0.3
N -1.41420 -1.83838 -2.68551 0.3 0.1 -0.1
N 0.20768 -1.25333 0.90454 0.6 0.0 0.0
N -2.72396 -1.56097 0.60450 0.0 0.2 -0.7
N -1.79015 -2.68204 4.91978 0.0 -0.1 0.0
C -1.89077 -0.00144 2.86451 0.0 0.0 -0.4
C 2.39039 1.61924 1.15771 0.0 0.0 0.0
C 3.30691 1.32277 -2.39700 0.0 0.1 0.0
C 2.41887 0.32402 -2.02338 0.0 0.0 0.1
C -2.10448 -1.78866 4.26318 -0.1 0.3 -0.2
C -3.50365 -3.61541 1.70628 0.0 0.0 0.2
C 2.90473 -0.75873 -1.29603 0.0 0.0 -0.1
C 3.70583 2.01956 1.22119 0.0 0.1 0.0
C -2.29457 1.79426 -0.11027 0.2 -0.3 -0.1
C 5.11751 0.17007 -1.33724 0.0 0.0 0.0
C -3.61356 1.42356 -0.05818 -0.1 0.2 -0.2
C -4.54871 2.36456 -0.49220 0.1 -0.1 0.0
C 1.48168 2.49542 0.57095 -0.2 0.1 0.1
C -2.82257 3.97813 -0.95062 0.1 0.0 0.0
C 4.64799 1.26019 -2.05444 0.0 0.0 0.0
C -2.88842 -2.82747 0.59945 0.0 -0.1 -0.2
C -1.88501 -2.01723 -1.45039 0.0 -0.1 0.2
C 3.21481 4.13574 0.14324 0.0 0.0 0.0
C 4.24629 -0.84088 -0.95947 0.0 0.0 0.0
C -0.48698 3.26642 -0.24444 0.3 0.0 0.2
C -4.15831 3.61741 -0.95343 0.0 0.0 0.0
C -2.69646 -4.86473 2.05975 0.0 0.1 0.0
C 1.88559 3.72953 0.06621 0.0 0.1 0.1
C 0.64904 -2.29817 0.67929 0.1 0.0 0.2
C -1.88248 3.05346 -0.50829 -0.3 0.3 0.1
C 0.96070 0.34938 -2.40683 0.1 0.1 0.3
C 4.11357 3.26596 0.72346 0.0 0.0 0.0
B 1.28625 -3.69192 0.31338 -0.1 -0.1 0.0
H 2.06713 0.65199 1.52212 0.0 0.0 0.0
H -2.51246 4.96653 -1.26770 0.0 0.0 0.0
H -3.91312 0.44468 0.27956 0.0 0.0 0.1
H 5.31543 2.05669 -2.35406 0.0 0.0 0.0
H 4.44027 1.35477 1.65502 0.0 0.0 0.0
H -4.52441 -3.88368 1.42208 0.0 0.0 0.0
H 2.23272 -1.55726 -1.01535 0.0 0.0 0.0
H -1.08598 -2.64915 -3.18359 0.0 0.0 0.0
H -3.12135 -5.34992 2.93700 0.0 0.0 0.0
H 5.15689 3.54562 0.78461 0.0 0.0 0.0
H -5.59870 2.10393 -0.46828 0.0 0.0 0.0
H -3.57820 -2.94887 2.56731 0.0 -0.1 -0.1
H -0.95319 -0.96540 -2.94043 0.0 0.1 0.0
H 6.16787 0.11215 -1.08085 0.0 0.0 0.0
H 2.44584 -3.65738 0.66387 0.0 0.0 0.0
H 1.18217 -3.77856 -0.89989 0.0 0.0 0.0
H 4.60394 -1.70132 -0.40903 0.0 0.0 0.0
H -4.90437 4.32201 -1.29450 0.0 0.0 0.0
H 0.65516 -4.55726 0.88098 0.0 0.0 0.0
H -2.69951 -5.58740 1.24168 0.0 0.0 0.0
H 3.53296 5.08951 -0.25562 0.0 0.0 0.0
H -1.66030 -4.60725 2.28197 0.0 0.0 0.0
```
Positions in Å, forces in eV/Å.

The gap between HOMO and LUMO comes out at 6.683 eV. The lowest unoccupied orbital energy is -2.449 eV. The value obtained for the largest force on an atom is 0.030 hartree/bohr. The energy above the lowest of the compared OMol25 structures with the same formula, charge and spin comes out at 28.92 kcal/mol. Its multiplicity is 1.

Results of the Löwdin charge analysis, in e, for atoms 1 through 8:
1. Pd 1.23
2. Br 0.81
3. S 1.16
4. S 1.14
5. O -0.15
6. O 0.06
7. N 0.12
8. N -0.07

=====

2.
Entry from the OMol25 dataset: a cluster of 2 separate species, C3H9NO2 in total at a distorted geometry (the ωB97M-V functional and the def2-TZVPD basis).

The geometry in XYZ format:
```
15
Properties=species:S:1:pos:R:3:forces:R:3
O 0.54165 1.27475 -0.24375 -3.4 -4.0 5.1
O 1.95146 1.44591 -4.34706 -1.1 0.5 0.3
N -1.66742 0.77757 0.30844 4.6 -2.4 -3.0
C 0.01668 -0.29169 1.75487 3.0 -1.0 0.4
C -0.27498 0.66040 0.62539 0.1 2.6 -4.2
C -0.29222 -1.87410 1.76192 2.4 2.3 -2.9
H -1.28550 -2.12044 2.00552 -1.2 -0.4 -0.2
H -0.21014 -0.02213 2.80189 0.0 0.9 -0.8
H 1.04831 1.56132 -4.67540 0.0 0.3 0.6
H 0.38977 -2.20400 2.53674 0.0 -0.4 0.0
H -2.21345 1.25154 0.91344 -2.3 1.8 2.1
H 0.13191 -2.17142 0.71887 -1.3 -0.3 1.9
H 1.12909 -0.29941 1.59977 -0.6 0.0 1.0
H 2.29873 0.98261 -5.08486 1.1 -0.8 -0.9
H -1.56389 1.02909 -0.67576 -1.3 0.8 0.5
```
Positions in Å, forces in eV/Å.

The gap between HOMO and LUMO comes out at 10.575 eV. The lowest unoccupied orbital energy is 0.875 eV. The value obtained for the largest force on an atom is 0.143 hartree/bohr. The energy above the lowest of the compared OMol25 structures with the same formula, charge and spin comes out at 60.63 kcal/mol. As for the SMILES: CCC(N)=O.O. Its multiplicity is 1.

Results of the Löwdin charge analysis, in e, for atoms 1 through 8:
1. O -0.04
2. O -0.04
3. N 0.12
4. C -0.18
5. C -0.39
6. C -0.07
7. H 0.04
8. H 0.11

=====

3.
Entry from the OMol25 dataset: the molecule C17H16N6OS at a distorted geometry (the ωB97M-V functional and the def2-TZVPD basis).

The geometry in XYZ format:
```
41
Properties=species:S:1:pos:R:3:forces:R:3
S 1.01684 1.83346 2.72473 0.0 0.3 0.2
O -0.03295 4.39358 0.47581 -0.2 0.3 0.0
N 1.04648 -0.88426 2.48792 0.2 0.3 -0.8
N -0.40101 2.34047 -1.58716 -0.4 -0.1 -0.5
N 1.68696 -1.14409 0.40705 0.1 -1.2 -0.2
N 1.63474 0.17020 0.65274 -0.1 0.7 0.5
N 0.42683 2.38315 -0.52322 0.4 -0.2 0.1
N -3.68044 4.08275 -4.53703 -0.4 0.3 -0.3
C 1.17417 -6.01017 1.67879 0.0 0.0 0.0
C 1.34555 -1.78745 1.49228 0.1 0.5 -0.1
C 0.84742 -5.33827 0.51126 0.0 0.0 0.0
C -2.02004 3.13268 -3.09491 -0.4 -0.2 -0.7
C -2.82278 1.90125 -4.98488 0.0 0.1 0.1
C 0.57491 3.34709 0.42192 0.2 -0.2 0.0
C -1.18152 3.29117 -1.92182 0.3 0.4 0.7
C -1.99669 1.97661 -3.88038 -0.1 0.2 0.0
C 1.28869 -3.23517 1.59345 -0.1 -0.4 0.1
C -3.64665 2.98273 -5.27070 0.0 -0.2 -0.1
C 1.63850 2.98646 1.45752 -0.1 -0.2 0.1
C -2.89148 4.15432 -3.48285 0.4 -0.3 0.4
C 1.57651 -5.29716 2.79528 0.0 -0.1 0.1
C 0.54120 -1.09733 3.81361 -0.1 -0.1 0.5
C 1.24712 0.32578 1.89511 0.1 0.0 -0.1
C 0.90586 -3.95942 0.46462 0.0 0.1 0.1
C 1.63756 -3.91571 2.75759 0.0 0.1 -0.1
H 1.98962 -3.37580 3.62348 0.0 0.1 0.1
H -4.31100 2.97210 -6.12496 0.0 -0.1 -0.1
H -2.95252 5.07292 -2.91244 0.1 0.1 0.1
H 0.66083 -3.42054 -0.43685 0.0 0.0 -0.1
H 0.96418 1.51198 -0.40683 -0.2 0.4 0.0
H -1.33368 1.17031 -3.60735 0.0 -0.1 0.0
H 0.54647 -5.89264 -0.36490 0.0 0.0 -0.1
H 1.12517 -7.08810 1.71566 0.0 -0.1 0.0
H 1.85035 -5.81861 3.70056 0.0 0.0 0.1
H 1.91060 3.88745 2.00673 0.0 -0.1 -0.1
H 2.51303 2.52541 1.00179 0.1 0.1 0.0
H -2.83115 1.02500 -5.61503 0.0 -0.1 -0.1
H -0.13081 -0.27776 4.07122 0.0 -0.1 0.0
H 1.35617 -1.11773 4.54083 -0.1 0.0 0.0
H -0.00318 -2.04025 3.84752 0.0 0.1 0.0
H -1.26988 4.23357 -1.38621 0.1 -0.1 0.1
```
Positions in Å, forces in eV/Å.

The gap between HOMO and LUMO comes out at 8.854 eV. The lowest unoccupied orbital energy is 0.365 eV. The value obtained for the largest force on an atom is 0.024 hartree/bohr. The energy above the lowest of the compared OMol25 structures with the same formula, charge and spin comes out at 5.02 kcal/mol. As for the SMILES: Cn1c(SCC(=O)N/N=C/c2cccnc2)nnc1-c1ccccc1. Its multiplicity is 1.

Results of the Löwdin charge analysis, in e, for atoms 1 through 8:
1. S 1.00
2. O 0.06
3. N -0.05
4. N 0.08
5. N 0.09
6. N -0.01
7. N 0.04
8. N 0.06

=====

Which of these has the lowest largest force on an atom?
C17H16N6OS